(1)
Density functional theory data (the ωB97M-V functional and the def2-TZVPD basis) for a 2-piece molecular cluster, C2H5NO overall in a non-equilibrium geometry.

Results
M	59.1	g/mol
expectation value of S²	2.006
Kohn-Sham gap (alpha / beta)	6.61 / 8.07	eV
LUMO energy (alpha / beta)	0.04141 / -0.07536	Eh
spin multiplicity	3

Structure (XYZ):
```
9
Properties=species:S:1:pos:R:3:forces:R:3
C -1.018 -0.029 -0.798 -2.79 0.09 -3.87
C 0.408 0.105 0.748 3.90 0.54 3.95
N -0.497 -0.208 -2.081 0.58 -1.82 -0.87
O -1.057 1.042 -1.633 -0.49 1.37 0.86
H -1.917 -0.524 -0.479 -0.60 -0.24 0.40
H -0.187 0.480 1.560 -0.57 0.07 -0.12
H 1.133 0.801 0.365 0.02 0.16 -0.43
H 0.736 -0.912 0.849 -0.14 -0.45 -0.30
H 0.522 -0.114 -2.116 0.10 0.27 0.38
```
Forces are in eV/Å.


(2)
Density functional theory data (the ωB97M-V functional and the def2-TZVPD basis) for the molecule C9H11NOS in a non-equilibrium geometry.

Results
M	181.3	g/mol
Kohn-Sham gap (alpha / beta)	6.72 / 7.62	eV
LUMO energy (alpha / beta)	-0.01658 / -0.01040	Eh

Structure (XYZ):
```
23
Properties=species:S:1:pos:R:3:forces:R:3
C 3.541 -0.786 0.063 -2.11 -1.58 -1.33
C 3.836 0.401 0.518 -1.14 2.18 0.45
C 2.128 -1.016 -0.346 1.89 0.70 0.95
C 1.411 0.112 -0.116 -1.97 1.56 0.72
C 1.442 -2.114 -0.894 -2.19 -2.01 -1.62
C -0.179 0.166 -0.394 0.87 2.05 -0.22
C -0.360 0.444 -1.903 -0.50 -0.03 0.64
C -0.882 1.386 0.391 -1.33 -3.30 -1.51
C -0.966 -1.559 1.085 -0.05 -3.22 1.47
N -0.771 -1.073 -0.196 1.57 -1.47 -1.77
O 1.387 -3.111 -1.533 0.65 2.31 1.87
S 2.399 1.388 0.515 -0.62 -0.31 -0.24
H 4.247 -1.512 -0.039 1.84 -2.09 -0.27
H 4.744 0.844 0.867 0.41 -0.18 0.05
H 0.259 -0.291 -2.470 -1.21 0.21 0.10
H 0.025 1.420 -2.179 -0.12 0.39 -0.04
H -1.507 0.419 -1.937 1.86 -0.27 -0.99
H -0.215 2.162 0.383 1.38 2.24 0.41
H -1.150 0.988 1.346 0.15 0.41 0.92
H -1.845 1.670 -0.102 0.93 -0.26 0.14
H -1.679 -2.472 1.007 1.27 1.26 0.27
H -0.047 -1.917 1.707 -1.02 0.61 -0.89
H -1.490 -0.868 1.697 -0.55 0.80 0.89
```
Forces are in eV/Å.


(3)
Density functional theory data (the ωB97M-V functional and the def2-TZVPD basis) for C37H38CaN5PS3 as an isolated structure in a non-equilibrium geometry.

Results
M	720.0	g/mol
total charge	+2
Kohn-Sham gap	7.50	eV
LUMO energy	-0.21222	Eh

Structure (XYZ):
```
85
Properties=species:S:1:pos:R:3:forces:R:3
Ca 1.593 2.188 -1.175 -0.76 -0.26 0.10
N 3.755 2.991 -0.281 0.24 0.19 -1.42
N 4.160 4.265 -0.710 1.78 -0.37 0.50
C 3.335 5.195 -1.198 1.07 1.29 0.75
N 3.863 6.453 -1.057 -3.69 -1.66 -1.93
S 1.852 4.894 -1.871 -0.63 -0.08 -0.18
H 3.912 2.949 0.694 -0.22 -0.03 1.58
H 4.411 2.321 -0.664 0.23 -0.22 -0.30
H 5.153 4.516 -0.552 -1.09 -0.26 0.03
H 4.751 6.578 -0.735 2.79 0.45 1.03
H 3.526 7.075 -1.764 -0.05 0.72 -0.01
S -1.160 1.829 -1.855 0.46 -0.20 0.08
C -1.228 0.219 -2.329 0.08 0.02 -0.61
N -2.332 -0.325 -2.822 -0.33 1.64 0.52
C -2.523 -1.755 -2.887 1.06 -0.44 -0.63
C -1.714 -2.378 -1.751 -0.13 -1.69 -1.30
N -0.327 -1.922 -1.907 0.62 -1.96 0.95
C 0.732 -2.947 -1.538 -0.55 0.03 -1.92
C 0.671 -4.125 -2.502 -0.37 0.39 2.11
C 0.792 -3.896 -3.841 -0.61 -0.26 -0.52
C 0.567 -4.856 -4.810 0.32 -0.94 0.84
C 0.341 -6.165 -4.333 0.29 0.83 0.57
C 0.382 -6.395 -2.937 -0.59 -0.98 -1.22
C 0.479 -5.401 -2.014 0.14 0.50 0.24
C -0.018 -0.723 -2.268 -1.29 0.74 0.70
S 1.549 -0.281 -2.554 1.09 1.17 -0.50
C -3.455 0.539 -3.268 -0.49 -0.08 -0.43
C -4.674 0.567 -2.332 0.20 -1.03 -0.67
C -4.487 0.451 -0.977 -0.03 0.54 1.36
C -5.570 0.540 -0.091 -0.66 -0.25 -1.22
C -6.870 0.545 -0.624 1.48 -0.23 0.45
C -7.053 0.323 -1.983 0.74 1.43 0.26
C -5.968 0.453 -2.864 0.16 0.18 0.62
H -2.101 -2.077 -3.859 -0.33 -0.27 0.34
H -3.593 -1.944 -2.878 0.02 -0.22 0.29
H -1.667 -3.523 -1.899 -0.32 1.84 0.52
H -2.102 -2.081 -0.783 -0.08 -0.15 0.30
H 0.606 -3.172 -0.498 -0.16 -0.37 0.50
H 1.696 -2.523 -1.735 0.30 0.61 0.43
H 0.932 -2.908 -4.149 0.41 1.55 -0.55
H 0.659 -4.518 -5.842 -0.28 -0.66 0.10
H 0.120 -6.983 -4.991 0.11 -0.23 -0.24
H 0.239 -7.365 -2.502 -0.08 -0.64 -0.46
H 0.387 -5.647 -0.953 0.12 0.29 -0.28
H -3.821 0.077 -4.203 0.40 0.32 0.16
H -3.005 1.526 -3.478 -0.51 -0.46 0.08
H -3.467 0.399 -0.614 -0.01 0.07 0.29
H -5.510 0.560 0.978 0.59 0.11 0.35
H -7.670 0.759 0.073 -0.31 -0.46 -0.28
H -8.071 0.284 -2.259 -0.80 -0.17 -1.01
H -6.064 0.575 -3.936 -0.41 -0.41 -0.01
C 3.815 3.469 4.844 0.22 1.11 0.73
C 4.420 2.765 3.845 -0.20 -0.96 -1.04
C 3.614 2.090 2.908 0.14 0.88 0.51
C 2.221 2.193 2.935 -0.04 1.03 2.06
C 1.621 2.982 4.008 0.32 -0.56 -1.34
C 2.432 3.608 4.944 0.00 -0.63 -0.42
P 1.320 1.130 1.790 -0.52 0.42 -0.27
C -0.400 1.148 2.430 0.81 0.31 -0.30
C -0.970 -0.007 2.973 0.21 0.37 -0.60
C -2.304 -0.027 3.334 -0.18 -0.41 0.05
C -3.039 1.123 3.121 -0.08 0.41 -0.27
C -2.472 2.275 2.553 0.21 0.47 0.45
C -1.106 2.355 2.248 -1.01 -1.48 0.57
C 2.013 -0.488 2.181 -0.21 0.81 0.45
C 2.283 -0.893 3.497 0.35 0.15 1.59
C 2.829 -2.135 3.762 0.01 -1.15 0.86
C 3.063 -3.055 2.691 -0.72 2.61 1.13
C 2.789 -2.603 1.424 0.51 -0.05 -0.56
C 2.312 -1.316 1.134 -0.22 -1.08 -1.57
H 4.428 4.028 5.539 0.05 -0.19 0.17
H 5.503 2.655 3.759 -0.32 0.19 0.22
H 4.143 1.503 2.173 -0.14 -0.44 -0.22
H 0.532 3.132 4.046 0.62 -0.34 0.05
H 2.023 4.154 5.789 -0.11 0.03 -0.28
H -0.366 -0.892 3.055 0.13 -0.22 0.12
H -2.766 -0.951 3.730 0.32 0.76 -0.14
H -4.074 1.139 3.418 -0.21 0.09 -0.09
H -3.108 3.148 2.435 0.11 -0.08 -0.01
H -0.611 3.286 1.964 -0.27 -0.30 -0.25
H 2.149 -0.273 4.436 -0.16 -0.29 -1.66
H 3.006 -2.382 4.868 -0.09 0.11 -1.95
H 3.477 -4.007 2.837 0.44 -1.13 0.32
H 3.078 -3.261 0.629 -0.13 -0.22 -0.56
H 2.128 -1.054 0.030 0.30 -0.14 1.92
```
Forces are in eV/Å.